Record 1
Density functional theory data (ωB97M-V/def2-TZVPD) for C20H42NOP3Tm as an isolated structure in a non-equilibrium geometry.

Structure (XYZ):
```
68
Properties=species:S:1:pos:R:3:mulliken_charge:R:1
Tm 0.00432 -0.43101 0.24485 -0.003
P -0.75489 2.23384 -0.17835 1.193
P 0.01241 0.61905 2.86379 1.084
P 1.24603 -1.06322 -2.22163 1.161
H -1.02198 -2.35700 2.30606 0.408
C -0.46695 -2.77628 1.45823 -0.726
C 0.89027 -2.85790 1.40941 -0.328
H 1.54513 -2.46597 2.20086 0.177
C -2.57937 2.33535 0.06911 -1.381
C -0.21458 3.75144 0.72644 -1.505
C -0.55424 2.85214 -1.89842 -1.524
C 0.62913 -0.61117 4.08305 -1.342
C 1.11474 2.00001 3.37222 -1.096
C -1.54118 1.14002 3.67695 -1.373
C 2.24828 -2.61051 -2.17710 -1.191
C 2.50341 0.06346 -2.94243 -1.154
C 0.15873 -1.39981 -3.66175 -1.513
H -1.09608 -3.24392 0.68991 0.381
H 1.40851 -3.38077 0.59714 0.347
H -3.04254 2.73063 -0.84508 0.458
H -2.78633 3.00868 0.91090 0.508
H -3.04360 1.37187 0.33223 0.427
H -0.54722 4.64874 0.18208 0.539
H 0.88338 3.76700 0.78561 0.404
H -0.63546 3.77125 1.74247 0.428
H -1.03668 3.83657 -1.98967 0.527
H -1.00264 2.14760 -2.61107 0.355
H 0.51553 2.95169 -2.13189 0.364
H 0.17783 -0.38661 5.06028 0.435
H 1.72361 -0.54237 4.15561 0.333
H 0.36072 -1.62702 3.77376 0.398
H 0.90402 2.25068 4.42149 0.450
H 0.94986 2.88873 2.75587 0.144
H 2.16511 1.69975 3.27290 0.218
H -1.35691 1.26432 4.75174 0.515
H -2.30239 0.36469 3.52813 0.404
H -1.91269 2.07928 3.24968 0.305
H 2.07595 -3.19786 -3.08984 0.417
H 1.96530 -3.20267 -1.29527 0.132
H 3.31397 -2.35181 -2.10460 0.402
H 2.55538 -0.04143 -4.03645 0.421
H 3.48535 -0.18304 -2.51447 0.380
H 2.24829 1.10160 -2.68303 0.188
H 0.70958 -1.95709 -4.43175 0.530
H -0.19467 -0.45188 -4.08199 0.377
H -0.71334 -1.97875 -3.33259 0.386
C -2.99092 -1.44878 -1.29491 1.650
C -4.18556 -0.74336 -1.19533 -0.546
C -5.28248 -1.20721 -1.92789 -0.746
C -5.18113 -2.38194 -2.67704 -0.671
C -3.98102 -3.09632 -2.70764 -0.878
C -2.85480 -2.61700 -2.02493 -0.432
O -1.83452 -0.89973 -0.68870 0.243
H -1.99907 0.09338 -0.49401 -0.460
H -4.25382 0.16152 -0.58339 0.327
H -6.21776 -0.64914 -1.89848 0.446
H -6.04698 -2.73584 -3.23756 0.436
H -3.90548 -4.01883 -3.27837 0.434
H -1.89263 -3.12172 -2.07269 0.519
C 5.53415 0.94367 0.63352 -1.294
C 4.41259 0.76942 1.66851 -0.374
C 3.17668 0.40718 1.05169 0.354
N 2.14733 0.12714 0.57818 0.093
H 5.68093 0.01755 0.06138 0.358
H 6.46471 1.21439 1.14711 0.389
H 5.27061 1.73148 -0.08358 0.361
H 4.67878 -0.01417 2.39822 0.351
H 4.26934 1.70799 2.23253 0.386
```

Properties
- frontier orbital gap (spin up / spin down) (Eh) = 0.2722 / 0.2742
- total charge = +3
- LUMO energy (spin up / spin down) (eV) = -9.7 / -9.7
- 2S+1 = 3
- max |F| (eV Å⁻¹) = 2.79
- highest occupied orbital energy (spin up / spin down) (eV) = -17.1 / -17.1
- ΔE to the lowest compared entry with this formula, charge and spin (kJ/mol) = 0.00



Record 2
Density functional theory data (ωB97M-V/def2-TZVPD) for C20H42O5P4W as an isolated structure in a non-equilibrium geometry.

Structure (XYZ):
```
72
Properties=species:S:1:pos:R:3:mulliken_charge:R:1
P -3.68274 1.40892 -0.23143 0.860
C -4.00099 1.02027 1.53948 -1.106
H -5.04376 0.81115 1.74868 0.515
H -3.71884 1.82277 2.21026 0.263
H -3.47733 0.14560 1.90860 0.293
C -3.84497 3.23255 -0.24609 -1.018
H -3.23879 3.50170 -1.11861 0.406
H -3.49035 3.84860 0.58865 0.261
H -4.89489 3.44212 -0.46731 0.394
C -5.30299 0.90100 -0.92271 -1.213
H -5.93803 1.77857 -0.99806 0.399
H -5.84955 0.10965 -0.41003 0.442
H -5.10482 0.55355 -1.93757 0.356
P 0.30137 -4.77411 -1.50591 0.762
C 0.20281 -4.34950 0.28852 -0.658
H -0.54930 -5.04824 0.69922 0.412
H -0.17310 -3.30152 0.27341 -0.009
H 1.20925 -4.45419 0.73444 0.390
C -1.05981 -5.96284 -1.89265 -1.204
H -0.99505 -6.19102 -2.96327 0.408
H -2.02655 -5.49696 -1.68227 0.389
H -0.87517 -6.85368 -1.29213 0.455
C 1.71661 -5.95375 -1.62014 -1.171
H 1.40614 -6.87211 -1.10716 0.418
H 2.59989 -5.49728 -1.15808 0.403
H 1.93586 -6.15664 -2.67675 0.409
P 3.60637 1.54175 0.51877 0.758
C 4.01199 0.99640 2.21649 -1.038
H 4.58391 1.76308 2.75153 0.407
H 4.61763 0.08326 2.22219 0.407
H 3.15873 0.76511 2.86483 0.178
C 5.29001 1.55415 -0.25616 -1.094
H 5.83433 2.46829 0.01572 0.401
H 5.07357 1.60538 -1.33196 0.354
H 5.89834 0.64629 -0.11154 0.394
C 3.21770 3.32698 0.79015 -0.821
H 4.05737 3.84245 1.28200 0.454
H 2.28208 3.41398 1.36369 -0.001
H 3.03852 3.74267 -0.21542 0.393
W 0.30830 0.01995 -2.92867 1.687
C -1.05904 -0.08558 -1.17269 0.268
O -1.34780 -0.35000 -0.05304 -0.070
C 1.51522 -0.47782 -1.08007 -0.160
O 1.66726 -0.58472 0.10282 -0.087
C 1.74299 -0.72205 -4.22932 -0.676
C 1.51974 0.65614 -4.44760 -0.486
C 0.19758 1.14079 -4.62244 -0.741
C -0.89709 0.23619 -4.55364 -0.554
C -0.66611 -1.12802 -4.29896 -0.842
C 0.64640 -1.60479 -4.04715 -0.413
H 2.74878 -1.13000 -4.34107 0.510
H 2.37287 1.34116 -4.46631 0.535
H 0.00546 2.20956 -4.70833 0.523
H -1.91772 0.59378 -4.63454 0.531
H -1.46429 -1.84969 -4.38250 0.501
H 0.82944 -2.67192 -3.98297 0.779
C -0.44769 -0.86862 3.26153 -0.773
O -0.81823 0.29831 2.50398 -0.142
P 0.15900 1.62156 2.38129 0.219
O 0.79972 1.69568 3.89286 -0.251
C -0.02233 1.92158 5.05200 -0.767
O -1.05683 2.73153 2.32395 0.002
C -0.95302 4.04258 2.92377 -0.779
H -1.22306 -1.60127 3.00089 0.276
H -0.48947 -0.64929 4.34482 0.312
H 0.55361 -1.26563 3.00238 0.257
H -1.00749 1.43482 4.98660 0.320
H 0.55011 1.50902 5.88518 0.248
H -0.12735 3.00236 5.18956 0.332
H -1.16873 3.96846 4.00282 0.283
H 0.03549 4.51533 2.75140 0.324
H -1.76118 4.63621 2.47205 0.188
```

Properties
- frontier orbital gap (spin up / spin down) (Eh) = 0.1191 / 0.1201
- total charge = +4
- LUMO energy (spin up / spin down) (eV) = -14.9 / -14.9
- 2S+1 = 3
- max |F| (eV Å⁻¹) = 10.84
- highest occupied orbital energy (spin up / spin down) (eV) = -18.2 / -18.2
- ΔE to the lowest compared entry with this formula, charge and spin (kJ/mol) = 413.38



Record 3
Density functional theory data (ωB97M-V/def2-TZVPD) for C20H43CeN2OP3S as an isolated structure in a non-equilibrium geometry.

Structure (XYZ):
```
71
Properties=species:S:1:pos:R:3:mulliken_charge:R:1
Ce 0.43986 -1.80859 0.81517 0.597
P 1.67325 -0.33316 -1.58295 1.221
P -0.25606 1.60595 0.57056 1.219
P -2.13492 -0.45760 -1.90259 1.002
H 0.88701 -3.67625 2.60431 0.352
C 0.71161 -3.95383 1.53888 -0.617
C 1.68127 -3.80401 0.53806 -0.543
H 2.76504 -3.72765 0.73770 0.335
C 3.44533 -0.41797 -1.14066 -1.202
C 1.71764 1.31733 -2.42059 -1.413
C 1.65949 -1.37936 -3.09259 -1.460
C -1.30696 1.75784 2.05313 -1.377
C 1.23088 2.53751 1.13577 -1.034
C -1.00493 2.95060 -0.47762 -1.219
C -2.41944 -2.09271 -2.54813 -1.030
C -1.75747 0.64669 -3.26199 -1.279
C -3.44455 0.12602 -0.85230 -1.165
H -0.17633 -4.58096 1.34499 0.437
H 1.44533 -4.15946 -0.47782 0.347
H 3.61090 -1.07178 -0.27852 0.222
H 3.81658 0.58520 -0.90094 0.379
H 3.99965 -0.80764 -2.00146 0.472
H 2.00785 2.10304 -1.71213 0.350
H 0.75281 1.58302 -2.86748 0.301
H 2.47357 1.26994 -3.21998 0.503
H 1.46104 -2.42072 -2.82204 0.322
H 2.64675 -1.31831 -3.56376 0.528
H 0.89753 -1.05117 -3.80854 0.403
H -1.99736 2.60604 1.96046 0.443
H -0.69017 1.88815 2.94984 0.370
H -1.90015 0.84283 2.17747 0.303
H 1.08949 3.61924 0.99266 0.533
H 2.11798 2.22592 0.56740 0.206
H 1.42528 2.33326 2.19413 0.033
H -1.81397 3.45108 0.07312 0.453
H -1.42234 2.53423 -1.40148 -0.121
H -0.24844 3.69852 -0.75085 0.481
H -2.96628 -2.03990 -3.49978 0.574
H -2.98718 -2.69575 -1.83140 0.256
H -1.44557 -2.58121 -2.71577 0.266
H -2.41575 0.36545 -4.10008 0.522
H -0.70940 0.52635 -3.58209 0.335
H -1.94979 1.69753 -3.01221 0.463
H -4.42403 -0.15483 -1.25411 0.465
H -3.44505 1.21794 -0.75591 0.397
H -3.34464 -0.30672 0.15443 0.289
C -2.53638 -3.72557 0.57995 -0.056
C -3.56297 -3.78376 1.56537 -0.372
C -4.50775 -4.80940 1.55431 -0.589
C -4.51550 -5.78199 0.54580 -0.528
C -3.51624 -5.72637 -0.43251 -0.691
C -2.50651 -4.75769 -0.40128 0.229
O -1.69722 -2.68168 0.53869 -0.087
H -1.03815 -0.68981 -1.01792 -0.486
H -3.55030 -2.98509 2.30686 0.397
H -5.23165 -4.87173 2.36455 0.446
H -5.31882 -6.52609 0.53171 0.445
H -3.48705 -6.47703 -1.21286 0.446
H -1.65622 -4.77383 -1.09249 0.453
S 2.49618 -1.63312 2.55281 -0.484
C 2.98404 -0.10507 3.08304 0.165
N 2.34490 0.64529 4.00274 -0.047
C 3.13567 1.80122 4.39567 -0.555
C 4.29272 1.77898 3.41039 -0.401
N 4.10145 0.52697 2.70143 0.020
H 1.57628 0.25776 4.54372 0.239
H 3.49522 1.69224 5.42532 0.387
H 2.52463 2.70878 4.32042 0.265
H 5.25089 1.77663 3.93652 0.347
H 4.28553 2.61288 2.69427 0.290
H 4.69578 0.16474 1.95398 0.247
```

Properties
- frontier orbital gap (spin up / spin down) (Eh) = 0.2840 / 0.1572
- total charge = +3
- LUMO energy (spin up / spin down) (eV) = -8.4 / -11.1
- 2S+1 = 2
- max |F| (eV Å⁻¹) = 3.80
- highest occupied orbital energy (spin up / spin down) (eV) = -16.2 / -15.4
- ΔE to the lowest compared entry with this formula, charge and spin (kJ/mol) = 46.28



What is the formula in the second record?
C20H42O5P4W